1.
Density functional theory data (wB97M-V/def2-TZVPD) for a cluster of 3 separate species, C8H15BrClO7P in total.

Results
Kohn-Sham gap: 9.58 eV
spin multiplicity: 1
DFT total energy: -4216.07344 hartree
E_LUMO: 0.237 eV
SMILES string: O=C(Br)CPCl.COC(=O)OC.COC(=O)OC

```
33
Properties=species:S:1:pos:R:3:forces:R:3
O -0.8563 -9.1115 -3.4244 -0.2 -2.2 -2.8
C -0.9528 -8.4760 -2.4733 0.9 2.2 1.6
Br -2.3700 -8.8705 -1.1802 0.2 0.1 0.0
C 0.0831 -7.3364 -2.2412 -1.2 -0.3 1.5
P 0.1346 -6.5694 -0.5451 1.2 1.4 -0.2
Cl -1.6946 -5.5545 -0.4246 0.4 -1.1 -0.1
H 1.0760 -7.7327 -2.4854 -0.2 -0.1 0.1
H -0.1042 -6.5072 -2.9357 -0.2 -0.3 0.1
H 0.1448 -7.6305 0.4074 -0.9 -0.1 -0.6
C -0.0052 1.6073 1.7229 0.1 0.3 0.0
O -0.7527 0.4243 2.0081 0.0 -0.1 0.0
C -0.7728 -0.4634 1.0112 -0.1 0.0 0.1
O -0.2302 -0.3390 -0.0568 0.0 0.0 0.1
O -1.4983 -1.5120 1.4044 0.0 0.1 0.0
C -1.6066 -2.5513 0.4285 -0.1 0.0 -0.1
H -0.0604 2.2482 2.5991 -0.1 -0.2 0.1
H 1.0401 1.3650 1.5338 -0.1 0.0 -0.1
H -0.4342 2.1394 0.8750 0.1 -0.1 -0.1
H -0.6257 -2.9568 0.1885 0.0 0.1 -0.1
H -2.0995 -2.1831 -0.4714 0.1 0.0 0.0
H -2.2132 -3.3388 0.8610 0.0 0.2 0.3
C 0.3669 7.7837 1.6755 -0.1 0.3 0.1
O 0.5044 6.3889 1.4028 0.0 -0.1 0.0
C 1.1501 6.1136 0.2663 0.0 -0.1 0.1
O 1.6009 6.9200 -0.5039 0.0 -0.1 0.1
O 1.2073 4.7857 0.1353 0.0 0.0 0.1
C 1.8760 4.3392 -1.0457 0.1 -0.2 -0.2
H -0.1696 7.8762 2.6166 0.0 -0.2 0.0
H 1.3440 8.2534 1.7805 0.0 0.0 -0.1
H -0.2101 8.2739 0.8924 0.1 0.0 -0.1
H 2.9135 4.6709 -1.0490 -0.1 0.1 -0.1
H 1.3589 4.6915 -1.9371 0.1 0.1 0.0
H 1.8554 3.2519 -1.0355 -0.1 0.0 0.2
```
Forces are in eV/Å.

Here are the natural (NBO) charges for atoms 1 to 8, given in e: number 1, O, carries -0.478; number 2, C, carries 0.536; number 3, Br, carries -0.043; number 4, C, carries -0.827; number 5, P, carries 0.562; number 6, Cl, carries -0.293; number 7, H, carries 0.275; number 8, H, carries 0.280


2.
Density functional theory data (wB97M-V/def2-TZVPD) for a structure of composition C8H15ClNO2ReYb.

Results
Kohn-Sham gap (alpha / beta): 6.00 / 7.82 eV
spin multiplicity: 5
DFT total energy: -2216.05186 hartree
<S²>: 6.067
E_LUMO (alpha / beta): -0.943 / -1.093 eV

```
29
Properties=species:S:1:pos:R:3:forces:R:3
Yb 0.5108 -0.3829 -3.5422 0.5 0.6 -0.9
Cl 1.9899 1.1380 -1.9433 1.0 0.6 -0.6
C -0.8783 0.1376 -5.4189 0.6 0.2 0.5
C 2.4657 -0.6402 -4.8068 -0.6 0.0 0.1
H -0.5553 -0.5070 -6.2529 0.0 0.0 0.2
H -1.9041 -0.1367 -5.1883 -0.5 0.1 -0.1
H -0.8717 1.1712 -5.8232 -0.1 -0.5 0.3
H 2.2508 -1.1793 -5.7500 0.1 0.2 0.3
H 3.1532 -1.2499 -4.2155 0.4 0.0 -0.1
H 2.9699 0.3151 -5.0798 -0.3 -0.6 0.3
Re 0.2786 0.6170 -0.4052 -0.8 -2.5 -0.5
C -1.6831 1.0622 -0.6178 -1.3 0.5 -0.3
C -0.2909 -1.1676 -0.1538 -0.8 -1.1 -0.9
H -2.1288 0.5218 -1.4755 -0.2 0.2 0.5
H -2.2948 0.9330 0.3017 0.3 0.1 -0.7
H -1.6642 2.1319 -0.8939 -0.2 -0.1 0.1
H 0.2619 -1.9041 0.4576 0.3 0.5 -0.3
H -1.2600 -1.6325 -0.4717 0.6 0.6 0.3
O -0.7294 2.9582 1.9506 0.7 -0.8 -0.1
C 0.1196 2.1578 2.2798 0.6 -0.9 0.0
C 0.9071 2.1407 3.5863 -0.5 0.7 0.2
C 1.8291 0.9657 3.5232 0.8 -1.0 0.1
C 1.6351 0.3354 2.1447 -0.4 0.8 0.6
O 2.2648 -0.5913 1.6662 -0.6 0.7 0.0
N 0.5920 1.0348 1.5212 0.7 1.6 1.2
H 1.4677 3.0742 3.6841 -0.3 0.0 0.0
H 0.2177 2.0624 4.4285 -0.1 0.2 -0.1
H 2.8816 1.2568 3.6372 -0.2 -0.3 0.0
H 1.5948 0.2100 4.2879 0.2 0.2 -0.2
```
Forces are in eV/Å.

Here are the natural (NBO) charges for atoms 1 to 8, given in e: number 1, Yb, carries 1.963; number 2, Cl, carries -0.451; number 3, C, carries -1.373; number 4, C, carries -1.342; number 5, H, carries 0.226; number 6, H, carries 0.211; number 7, H, carries 0.237; number 8, H, carries 0.220


3.
Density functional theory data (wB97M-V/def2-TZVPD) for the molecule C8H15N.

Results
Kohn-Sham gap: 9.62 eV
spin multiplicity: 1
DFT total energy: -368.54634 hartree
E_LUMO: 0.895 eV
SMILES string: CC1=C(C)C(C)(C)[C@@H]1N

```
24
Properties=species:S:1:pos:R:3:forces:R:3
C -1.2421 -1.8602 0.7369 0.1 0.1 0.0
C 1.4103 -0.3050 2.3366 -0.1 0.0 -0.1
C -1.7270 1.1486 -0.7391 0.2 -0.2 0.0
C -0.0964 -0.2507 -2.0331 0.0 0.1 0.3
C -0.3926 -0.6716 0.4778 0.1 0.1 -0.1
C 0.6216 -0.0696 1.1032 0.0 0.1 -0.1
C -0.4467 0.3262 -0.6677 -0.1 0.0 -0.1
N 2.0382 1.1870 -0.5318 0.2 0.0 -0.1
C 0.7446 1.0470 0.0870 -0.2 -0.1 0.1
H 2.3766 0.2881 -0.8570 0.0 0.1 -0.1
H 1.9904 1.8150 -1.3264 0.1 0.0 0.0
H 0.4551 2.0307 0.4711 -0.1 0.0 0.0
H -0.9252 -2.3685 1.6445 -0.1 -0.1 0.1
H -1.1826 -2.5583 -0.0986 0.0 -0.1 0.0
H -2.2846 -1.5608 0.8474 -0.1 -0.1 0.0
H 1.1551 -1.2630 2.7839 0.0 -0.1 0.1
H 2.4742 -0.2861 2.1043 0.1 0.0 0.1
H 1.2165 0.4861 3.0614 0.0 0.0 0.1
H -1.9784 1.5437 0.2429 -0.1 0.1 0.1
H -1.6069 1.9821 -1.4291 -0.1 0.1 -0.1
H 0.7772 -0.8972 -1.9709 0.1 -0.1 -0.1
H -2.5551 0.5327 -1.0854 -0.2 0.0 0.0
H 0.1057 0.5467 -2.7473 0.0 0.0 -0.1
H -0.9278 -0.8428 -2.4106 -0.1 -0.1 -0.1
```
Forces are in eV/Å.

Here are the natural (NBO) charges for atoms 1 to 8, given in e: number 1, C, carries -0.656; number 2, C, carries -0.652; number 3, C, carries -0.608; number 4, C, carries -0.611; number 5, C, carries 0.029; number 6, C, carries 0.005; number 7, C, carries -0.083; number 8, N, carries -0.830


4.
Density functional theory data (wB97M-V/def2-TZVPD) for the molecule C8H15N.

Results
Kohn-Sham gap: 8.56 eV
spin multiplicity: 1
DFT total energy: -368.49503 hartree
E_LUMO: 0.904 eV
SMILES string: CC(C)=CC(N)=C(C)C

```
24
Properties=species:S:1:pos:R:3:forces:R:3
C -0.0978 -1.0401 1.8363 0.2 0.0 -0.1
C -1.5521 -1.1312 -0.2102 -0.1 0.1 0.2
C 0.5522 -0.1185 -2.3718 -0.2 -0.3 0.1
C 2.0171 -0.0041 -0.3337 0.1 0.2 -0.2
C -0.6633 1.1289 0.6168 0.4 0.9 -0.6
C -0.5475 -0.3227 0.5830 0.8 -0.2 -1.3
C 0.6678 0.3352 -0.9357 -0.5 -1.1 1.2
N -1.1935 1.8779 1.6541 -0.2 0.0 0.1
C -0.0456 1.5310 -0.5328 -0.7 0.3 0.7
H -1.5406 1.3717 2.4523 0.0 0.0 -0.1
H -0.7236 2.7373 1.8914 -0.1 -0.1 0.0
H -0.1664 2.4443 -1.1043 0.1 0.1 0.1
H 0.5378 -0.4115 2.4608 0.0 0.0 0.0
H 0.4665 -1.9376 1.5670 0.0 0.0 0.0
H -0.9454 -1.3774 2.4456 0.0 0.0 -0.1
H -1.1174 -2.0712 -0.5642 0.0 0.0 0.0
H -1.9228 -0.5759 -1.0690 0.0 0.0 0.0
H -2.4058 -1.4030 0.4232 -0.1 0.0 -0.1
H 1.4811 0.0429 -2.9273 0.0 0.0 0.1
H 0.3450 -1.1933 -2.4076 0.0 0.0 -0.1
H 2.8128 0.4528 -0.9352 0.0 0.0 0.1
H 2.2003 -1.0824 -0.3349 0.0 0.0 0.0
H 2.1062 0.3629 0.6866 0.0 0.0 0.0
H -0.2647 0.3840 -2.8905 0.0 0.0 0.0
```
Forces are in eV/Å.

Here are the natural (NBO) charges for atoms 1 to 8, given in e: number 1, C, carries -0.659; number 2, C, carries -0.623; number 3, C, carries -0.663; number 4, C, carries -0.630; number 5, C, carries 0.171; number 6, C, carries -0.003; number 7, C, carries 0.097; number 8, N, carries -0.822


5.
Density functional theory data (wB97M-V/def2-TZVPD) for a cluster of 2 separate species, C8H15N in total.

Results
Kohn-Sham gap: 8.36 eV
spin multiplicity: 1
DFT total energy: -368.47750 hartree
E_LUMO: 0.912 eV
SMILES string: CC(C)=C(C)N.C=C=C

```
24
Properties=species:S:1:pos:R:3:forces:R:3
C -2.1899 0.6483 0.5443 0.1 -0.1 0.0
C 0.8076 -1.8463 0.3788 0.2 0.3 -0.3
C -0.9878 -1.3293 -1.3095 0.1 0.3 0.1
C -0.9052 -0.0755 0.8412 0.8 0.1 -1.2
C -0.2723 -0.8808 -0.0568 -1.5 -0.9 1.1
N -0.3077 0.2730 2.0419 0.5 -0.1 0.5
H 0.7116 0.1924 2.0177 -0.5 0.1 0.1
H -0.5747 1.1869 2.3818 0.0 -0.1 0.0
H -2.6386 1.0070 1.4703 0.0 0.0 0.0
H -2.0104 1.5128 -0.0991 0.0 0.0 0.0
H -2.9062 -0.0045 0.0504 -0.1 0.0 0.0
H 1.0660 -1.7850 1.4312 -0.1 0.0 0.1
H 0.5031 -2.8797 0.1652 -0.1 0.2 0.1
H -1.5759 -0.5279 -1.7566 0.0 0.0 -0.1
H -0.2550 -1.6768 -2.0397 -0.1 0.0 -0.1
H -1.6720 -2.1596 -1.1018 0.1 0.0 0.0
H 1.7185 -1.6814 -0.1893 0.3 0.0 -0.1
C 2.2093 1.3495 0.4690 -0.3 -0.3 -0.3
C 1.0338 1.4770 -1.8073 -0.7 -0.8 0.1
C 1.4656 1.1902 -0.6081 1.3 1.4 0.1
H 1.6045 2.1020 -2.4770 0.2 0.0 0.0
H 2.0868 2.2183 1.1039 -0.2 -0.1 0.1
H 2.9697 0.6334 0.7480 0.0 -0.1 0.0
H 0.1193 1.0562 -2.1986 -0.2 0.0 0.0
```
Forces are in eV/Å.

Here are the natural (NBO) charges for atoms 1 to 8, given in e: number 1, C, carries -0.658; number 2, C, carries -0.636; number 3, C, carries -0.636; number 4, C, carries 0.211; number 5, C, carries -0.099; number 6, N, carries -0.814; number 7, H, carries 0.385; number 8, H, carries 0.371


6.
Density functional theory data (wB97M-V/def2-TZVPD) for a structure of composition C8H15N2.

Results
Kohn-Sham gap: 10.18 eV
spin multiplicity: 1
DFT total energy: -423.02725 hartree
net charge: +1
E_LUMO: -3.949 eV

```
25
Properties=species:S:1:pos:R:3:forces:R:3
C -1.1808 0.7622 0.1000 3.3 3.8 -0.1
C -0.1351 -0.0369 -0.1215 -2.4 -4.3 -0.2
C -2.4048 0.1843 0.0213 -3.4 -3.3 0.5
C -1.0316 -1.6949 -0.4188 3.7 4.1 1.7
C 1.5947 1.4242 -0.7351 -2.6 0.0 -2.4
C 2.1214 -1.0763 -0.5624 0.4 2.0 -1.8
C 1.7344 0.2674 1.5252 -2.1 0.7 0.5
C 1.3124 0.1619 0.0177 1.5 -2.5 -0.7
N -2.3091 -1.1936 -0.1013 -1.9 0.9 -0.4
N -3.5581 0.8512 0.2054 0.5 1.2 -0.1
H -1.0434 1.8737 0.2670 -0.3 -1.4 -0.1
H -0.7873 -2.0773 -1.3803 -0.4 0.0 -1.0
H -0.4619 -2.2580 0.3098 -0.7 -0.4 0.6
H 1.5737 2.1662 -0.0338 -0.3 2.6 1.4
H 2.4983 1.4385 -1.1924 3.3 -0.2 -0.9
H 0.9511 1.6908 -1.6745 0.4 -0.7 2.0
H 2.0149 -1.8290 0.1595 0.1 -1.4 0.6
H 3.2299 -0.8608 -0.7913 -1.7 -0.1 0.8
H 1.6960 -1.3632 -1.5426 0.1 -0.1 0.5
H 2.5044 1.0437 1.5572 0.0 -0.3 0.5
H 2.0177 -0.6656 2.0837 -0.1 0.8 -1.0
H 0.7749 0.6352 2.0190 1.5 -0.1 0.0
H -3.1313 -1.8072 -0.1809 0.5 0.7 0.0
H -3.4751 1.8987 0.3338 -0.3 -2.0 -0.2
H -4.5053 0.4649 0.1350 0.9 0.1 0.0
```
Forces are in eV/Å.

Here are the natural (NBO) charges for atoms 1 to 8, given in e: number 1, C, carries -0.446; number 2, C, carries 0.361; number 3, C, carries 0.523; number 4, C, carries -0.220; number 5, C, carries -0.597; number 6, C, carries -0.586; number 7, C, carries -0.587; number 8, C, carries -0.199